# 1
ORCA calculation (the ωB97M-V functional and the def2-TZVPD basis) on C78H94As2CaN4O4 as an isolated structure at a distorted geometry.

Values from the calculation:
- 2S+1 = 1
- orbital gap (hartree) = 0.268
- HOMO energy (eV) = -6.825
- net charge = 0
- molecular weight (g/mol) = 1341.6

Each line ends with the Löwdin charge.
Atoms and positions in Å:
Ca -0.321 -0.494 0.266  1.398
C -2.680 0.670 -1.744  -0.036
O -2.240 -0.259 -0.758  -0.303
C -3.227 -1.218 -0.466  -0.185
C -4.148 -0.981 0.552  -0.117
C -4.035 0.206 1.475  -0.074
C -3.464 -0.159 2.831  -0.144
C -4.190 0.047 3.989  0.003
C -3.628 -0.082 5.259  -0.181
C -2.274 -0.397 5.319  0.006
C -1.518 -0.620 4.175  -0.145
C -0.005 -0.693 4.251  -0.071
C 0.611 -1.971 3.733  -0.112
C 0.624 -3.093 4.554  0.038
C 1.209 -4.287 4.157  -0.153
C 1.701 -4.355 2.858  0.019
C 1.672 -3.273 1.988  -0.108
C 2.038 -3.487 0.535  -0.062
C 0.806 -4.040 -0.169  -0.120
C 0.465 -5.378 -0.026  0.013
C -0.699 -5.910 -0.564  -0.174
C -1.517 -5.032 -1.269  0.007
C -1.209 -3.694 -1.435  -0.115
C -2.178 -2.781 -2.166  -0.064
C -3.288 -2.387 -1.217  -0.107
C -4.353 -3.258 -1.006  0.030
C -5.320 -3.027 -0.039  -0.152
C -5.169 -1.894 0.755  0.029
C -6.506 -3.959 0.188  -0.555
C -6.408 -4.581 1.588  -0.039
C -6.554 -5.089 -0.844  -0.064
C -7.814 -3.161 0.077  -0.049
C -0.033 -3.154 -0.873  -0.310
O 0.278 -1.883 -1.008  -0.375
C -1.121 -7.364 -0.381  -0.557
C -1.327 -8.026 -1.752  -0.051
C -2.438 -7.407 0.410  -0.044
C -0.078 -8.179 0.386  -0.065
C 1.182 -2.058 2.467  -0.182
O 1.308 -0.904 1.672  -0.306
C 2.530 -0.226 1.930  -0.053
C 1.311 -5.500 5.076  -0.555
C 0.897 -5.169 6.513  -0.068
C 2.763 -6.003 5.108  -0.049
C 0.398 -6.617 4.549  -0.039
C -2.114 -0.562 2.901  -0.313
O -1.411 -0.762 1.819  -0.287
C -4.469 0.242 6.492  -0.562
C -4.967 1.696 6.393  -0.049
C -5.673 -0.707 6.567  -0.051
C -3.669 0.107 7.789  -0.073
H -3.608 1.158 -1.434  0.106
H -2.856 0.172 -2.702  0.102
H -1.903 1.424 -1.860  0.055
H -5.020 0.653 1.618  0.124
H -3.377 0.953 1.021  0.106
H -5.224 0.367 3.897  0.112
H -1.768 -0.437 6.277  0.103
H 0.293 -0.553 5.292  0.123
H 0.385 0.147 3.668  0.097
H 0.169 -3.001 5.532  0.115
H 2.110 -5.286 2.486  0.112
H 2.864 -4.197 0.458  0.125
H 2.328 -2.554 0.052  0.083
H 1.140 -6.015 0.532  0.098
H -2.437 -5.399 -1.713  0.107
H -2.596 -3.307 -3.026  0.127
H -1.630 -1.909 -2.515  0.087
H -4.399 -4.145 -1.623  0.103
H -5.858 -1.700 1.570  0.122
H -5.500 -5.178 1.682  0.087
H -7.270 -5.227 1.769  0.084
H -6.388 -3.812 2.362  0.080
H -5.676 -5.734 -0.770  0.074
H -6.614 -4.690 -1.859  0.088
H -7.437 -5.706 -0.669  0.085
H -7.857 -2.355 0.811  0.075
H -8.668 -3.820 0.249  0.083
H -7.912 -2.721 -0.917  0.090
H -2.116 -7.530 -2.319  0.074
H -1.606 -9.076 -1.631  0.081
H -0.407 -7.976 -2.337  0.089
H -3.232 -6.874 -0.117  0.066
H -2.309 -6.935 1.386  0.088
H -2.761 -8.441 0.562  0.083
H 0.883 -8.178 -0.132  0.087
H -0.415 -9.214 0.472  0.084
H 0.063 -7.788 1.395  0.065
H 2.587 0.099 2.973  0.102
H 2.566 0.642 1.274  0.062
H 3.387 -0.872 1.724  0.088
H 1.475 -4.331 6.907  0.088
H 1.080 -6.037 7.148  0.083
H -0.165 -4.925 6.578  0.085
H 3.431 -5.214 5.458  0.091
H 3.103 -6.324 4.124  0.074
H 2.849 -6.856 5.785  0.083
H -0.635 -6.269 4.481  0.093
H 0.430 -7.477 5.221  0.086
H 0.712 -6.945 3.557  0.065
H -5.695 1.814 5.589  0.075
H -4.131 2.370 6.195  0.083
H -5.446 2.000 7.328  0.081
H -6.282 -0.644 5.664  0.073
H -6.304 -0.456 7.423  0.082
H -5.337 -1.740 6.673  0.088
H -2.831 0.806 7.806  0.083
H -3.287 -0.909 7.914  0.085
H -4.313 0.335 8.640  0.082
C 3.079 1.537 -2.926  -0.426
C 1.892 2.401 -3.321  -0.443
As 0.795 2.837 -1.733  1.275
C -0.490 4.044 -2.601  -0.400
C -0.960 3.761 -3.883  -0.118
C -1.844 4.619 -4.522  -0.084
C -2.294 5.762 -3.880  -0.087
C -1.878 6.025 -2.582  -0.075
C -0.989 5.171 -1.949  -0.133
C 2.113 4.128 -1.066  -0.402
C 3.028 3.646 -0.134  -0.157
C 4.038 4.455 0.366  -0.079
C 4.155 5.762 -0.081  -0.084
C 3.269 6.246 -1.035  -0.077
C 2.255 5.435 -1.522  -0.099
As 2.599 -0.143 -1.933  1.320
C 1.693 -1.065 -3.392  -0.384
C 0.496 -0.534 -3.869  -0.142
C -0.225 -1.173 -4.863  -0.092
C 0.226 -2.381 -5.376  -0.086
C 1.392 -2.942 -4.880  -0.072
C 2.122 -2.287 -3.898  -0.100
C 4.419 -0.875 -2.154  -0.387
C 5.032 -0.988 -3.401  -0.129
C 6.339 -1.431 -3.515  -0.080
C 7.060 -1.779 -2.380  -0.089
C 6.464 -1.677 -1.134  -0.087
C 5.155 -1.226 -1.026  -0.117
H 3.751 2.090 -2.263  0.055
H 3.656 1.270 -3.810  0.061
H 1.291 1.881 -4.066  0.034
H 2.217 3.347 -3.762  0.079
H -0.638 2.862 -4.394  0.089
H -2.178 4.395 -5.527  0.104
H -2.964 6.445 -4.387  0.103
H -2.247 6.899 -2.061  0.107
H -0.678 5.394 -0.935  0.077
H 2.943 2.616 0.196  0.071
H 4.723 4.073 1.113  0.107
H 4.934 6.403 0.312  0.104
H 3.367 7.260 -1.400  0.105
H 1.567 5.824 -2.262  0.100
H 0.104 0.377 -3.427  0.065
H -1.151 -0.742 -5.224  0.104
H -0.339 -2.889 -6.147  0.102
H 1.732 -3.900 -5.253  0.105
H 3.022 -2.746 -3.509  0.100
H 4.482 -0.743 -4.302  0.100
H 6.799 -1.504 -4.492  0.104
H 8.080 -2.131 -2.469  0.102
H 7.015 -1.951 -0.243  0.103
H 4.696 -1.145 -0.048  0.071
C 0.565 3.322 2.792  -0.172
N 0.404 4.491 3.657  -0.083
C -0.672 4.209 4.613  -0.170
N -1.934 3.910 3.938  -0.078
C -1.722 2.744 3.079  -0.157
N -0.668 2.974 2.073  -0.060
C -1.058 4.145 1.280  -0.206
N -1.256 5.342 2.096  -0.080
C -0.011 5.620 2.820  -0.170
C -2.293 5.047 3.092  -0.172
H 0.871 2.469 3.405  0.117
H 1.344 3.545 2.065  0.104
H -0.806 5.077 5.263  0.124
H -0.384 3.348 5.220  0.127
H -2.657 2.515 2.567  0.120
H -1.455 1.890 3.698  0.116
H -1.982 3.924 0.739  0.130
H -0.264 4.345 0.556  0.067
H -0.168 6.491 3.460  0.124
H 0.785 5.847 2.104  0.125
H -3.227 4.820 2.571  0.126
H -2.441 5.926 3.723  0.124

# 2
ORCA calculation (the ωB97M-V functional and the def2-TZVPD basis) on a 2-piece molecular cluster, C7H10 overall.

Values from the calculation:
- 2S+1 = 1
- orbital gap (hartree) = 0.322
- HOMO energy (eV) = -7.689
- net charge = 0
- ΔE to the lowest compared entry with this formula, charge and spin (kcal per mole) = 122.9
- molecular weight (g/mol) = 94.2

Each line ends with the Löwdin charge.
Atoms and positions in Å:
C 2.207 0.545 0.447  -0.084
C 2.591 -0.160 -0.609  -0.082
C -0.899 1.196 0.484  -0.033
C -1.047 0.814 -0.955  -0.169
C -1.954 -0.086 -0.185  -0.198
C -1.213 -1.253 0.346  -0.089
C -1.036 -0.036 1.166  -0.198
H 1.829 1.549 0.338  0.047
H 2.281 0.150 1.451  0.055
H 2.534 0.242 -1.611  0.046
H 2.977 -1.161 -0.495  0.042
H -1.452 1.601 -1.578  0.096
H -0.261 0.280 -1.477  0.095
H -3.018 -0.001 -0.087  0.138
H -0.398 -1.574 -0.283  0.105
H -1.782 -2.026 0.848  0.113
H -1.359 -0.080 2.201  0.117

# 3
ORCA calculation (the ωB97M-V functional and the def2-TZVPD basis) on one molecule with the formula C7H10 at a distorted geometry.

Values from the calculation:
- 2S+1 = 1
- orbital gap (hartree) = 0.309
- HOMO energy (eV) = -8.125
- structure (SMILES) = C=CC(=C)/C=C/C
- net charge = 0
- ΔE to the lowest compared entry with this formula, charge and spin (kcal per mole) = 62.2
- molecular weight (g/mol) = 94.2

Each line ends with the Löwdin charge.
Atoms and positions in Å:
C -1.856 2.276 1.199  0.011
C -1.082 1.583 0.363  -0.156
C -0.716 0.159 0.381  -0.309
C -1.075 -0.649 1.389  0.056
C 0.288 -0.226 -0.643  -0.096
C 1.062 -1.320 -0.683  -0.145
C 2.374 -1.327 -1.405  -0.104
H -2.392 3.127 0.797  0.053
H -1.960 2.081 2.260  0.057
H -0.948 2.063 -0.602  0.092
H -1.772 -0.297 2.141  0.057
H -1.028 -1.730 1.358  0.061
H 0.362 0.504 -1.442  0.103
H 0.624 -2.218 -0.257  0.102
H 2.226 -1.208 -2.481  0.076
H 2.853 -2.294 -1.277  0.066
H 3.039 -0.525 -1.098  0.075

# 4
ORCA calculation (the ωB97M-V functional and the def2-TZVPD basis) on C7H10 as an isolated structure at a distorted geometry.

Values from the calculation:
- 2S+1 = 1
- orbital gap (spin up / spin down) (hartree) = 0.290 / 0.309
- HOMO energy (spin up / spin down) (eV) = -7.604 / -7.917
- net charge = 0
- ΔE to the lowest compared entry with this formula, charge and spin (kcal per mole) = 156.5
- molecular weight (g/mol) = 94.2

Each line ends with the Löwdin charge.
Atoms and positions in Å:
C -0.734 -0.107 1.440  -0.077
C 0.763 0.175 1.033  -0.121
C 1.084 -0.701 0.018  -0.077
C 0.164 -0.153 -1.059  -0.211
C 0.720 1.264 -1.218  -0.106
C 0.245 1.397 0.222  -0.247
C -0.947 0.452 -0.007  -0.160
H -1.088 -1.103 1.717  0.076
H -1.132 0.631 2.150  0.101
H -0.178 -3.038 0.577  0.062
H -0.524 -2.791 -0.032  0.058
H 1.578 -1.666 0.028  0.084
H -0.113 -0.785 -1.908  0.125
H 1.791 1.309 -1.442  0.110
H 0.140 1.885 -1.904  0.112
H 0.166 2.324 0.793  0.139
H -1.920 0.826 -0.365  0.131

# 5
ORCA calculation (the ωB97M-V functional and the def2-TZVPD basis) on one molecule with the formula C7H10 at a distorted geometry.

Values from the calculation:
- 2S+1 = 1
- orbital gap (hartree) = 0.376
- HOMO energy (eV) = -9.068
- structure (SMILES) = C=C[C@@H](C)C1=CC1
- net charge = 0
- ΔE to the lowest compared entry with this formula, charge and spin (kcal per mole) = 93.7
- molecular weight (g/mol) = 94.2

Each line ends with the Löwdin charge.
Atoms and positions in Å:
C -1.134 -1.708 -0.723  0.039
C -0.201 -1.358 0.156  -0.119
C -0.190 0.040 0.714  -0.383
C 0.801 0.250 1.814  -0.089
C 0.000 1.064 -0.359  -0.203
C -0.310 2.198 -0.806  -0.009
C 0.739 1.456 -1.681  -0.067
H -1.107 -2.639 -1.078  0.007
H -2.006 -1.152 -1.027  0.076
H 0.759 -1.817 0.198  0.103
H -1.173 0.246 1.139  0.144
H 0.657 1.204 2.364  0.087
H 1.878 0.102 1.556  0.094
H 0.560 -0.531 2.603  0.096
H -0.894 3.126 -0.925  0.108
H 1.614 2.057 -1.885  0.061
H 0.363 0.987 -2.576  0.054

# 6
ORCA calculation (the ωB97M-V functional and the def2-TZVPD basis) on C7H10 as an isolated structure at a distorted geometry.

Values from the calculation:
- 2S+1 = 1
- orbital gap (hartree) = 0.348
- HOMO energy (eV) = -8.446
- net charge = 0
- ΔE to the lowest compared entry with this formula, charge and spin (kcal per mole) = 110.2
- molecular weight (g/mol) = 94.2

Each line ends with the Löwdin charge.
Atoms and positions in Å:
C -0.280 1.703 0.878  -0.038
C -0.060 0.320 0.310  -0.538
C 0.466 -0.793 1.197  0.031
C 0.856 -1.415 -0.613  -0.099
C -0.265 -0.962 -1.443  -0.144
C -1.227 -0.239 -0.543  -0.122
C 0.930 0.027 -0.818  -0.118
H -1.041 1.680 1.668  0.084
H 0.645 2.097 1.308  0.079
H -0.625 2.397 0.102  0.081
H -0.030 -0.818 2.212  0.093
H 1.530 -0.790 1.398  0.063
H 1.589 -2.062 -1.132  0.128
H -0.597 -1.488 -2.357  0.131
H -1.966 -0.871 -0.034  0.117
H -1.732 0.570 -1.083  0.116
H 1.807 0.644 -1.048  0.138

Look up the molecular weight of the fourth one. 94.2 g/mol